ORCA calculation (wB97M-V/def2-TZVPD) on the molecule C6H6N2O3 in a non-equilibrium geometry.

Each line ends with the Mulliken charge.
Element x y z (Å)
O: -1.420 -1.360 0.691  -0.54
O: 1.550 -1.187 -1.151  -0.34
O: 1.058 -2.463 -2.906  -0.64
N: 0.614 -1.889 -1.940  0.74
N: -0.354 1.415 -0.586  -0.61
C: -0.590 -1.254 -0.156  0.20
C: 0.837 0.795 -0.057  -0.18
C: 0.845 -0.740 0.010  0.47
C: -0.829 2.110 1.864  -0.95
C: -0.625 -1.911 -1.425  -0.56
C: -0.136 1.620 0.657  0.42
H: -1.727 2.715 1.654  0.30
H: -0.973 1.200 2.410  0.28
H: -0.105 2.898 2.319  0.27
H: 1.374 -0.998 0.981  0.28
H: -1.375 -2.262 -2.073  0.50
H: 1.856 1.311 -0.293  0.38

Computed properties:
Largest force on an atom, eV/A: 3.06
LUMO energy (alpha / beta), hartree: -0.011 / -0.011
Total charge: 0
HOMO (alpha / beta), eV: -9.7 / -9.7
Orbital gap (alpha / beta), eV: 9.45 / 9.45

---

ORCA calculation (wB97M-V/def2-TZVPD) on a structure of composition C30H33N5O2PtTe.

Each line ends with the Mulliken charge.
Element x y z (Å)
Pt: -0.083 -2.362 -2.125  0.52
Te: -0.291 1.293 -0.243  0.35
O: 0.308 -0.820 -3.635  -0.73
O: 1.918 -2.731 -1.723  -0.64
N: -4.224 -2.310 -1.523  -0.63
N: -5.734 -0.343 -1.475  -0.61
N: 0.049 -0.144 -1.565  0.44
N: -2.006 -2.315 -2.528  -0.52
N: 3.312 -4.195 -0.777  -0.37
C: 2.715 1.016 0.652  0.85
C: 1.117 3.805 -3.427  -1.11
C: 0.892 -4.640 -0.744  -0.99
C: -2.899 0.460 0.911  0.26
C: -0.122 2.956 2.391  -2.09
C: -1.541 0.120 0.962  0.48
C: 1.125 2.529 -2.884  0.75
C: 4.724 2.551 3.505  -1.62
C: 1.230 2.397 2.021  0.99
C: -3.796 -0.348 1.610  -0.69
C: -1.078 -0.971 1.718  0.74
C: 0.264 4.104 -4.479  -0.45
C: -0.552 1.842 -4.476  -0.99
C: 0.238 0.163 -2.857  0.76
C: -3.384 -1.459 2.322  0.64
C: 0.377 -1.336 1.850  -1.30
C: 1.450 1.549 0.927  0.49
C: 3.756 1.362 1.506  -1.03
C: -2.019 -1.747 2.371  -0.57
C: 2.306 2.696 2.845  -0.89
C: -3.493 1.642 0.185  -1.66
C: -3.084 -2.304 -2.055  0.85
C: -0.323 -3.709 -0.635  -0.56
C: -5.005 -1.238 -1.520  0.61
C: -4.375 -2.348 3.013  -1.61
C: 0.287 1.545 -3.405  -0.03
C: -0.569 3.123 -5.002  -0.61
C: 3.577 2.193 2.604  0.51
C: 3.002 0.057 -0.472  -0.91
C: 2.086 -3.810 -1.096  0.82
H: 0.255 5.101 -4.900  0.41
H: 2.143 3.349 3.696  0.48
H: 0.477 -2.260 2.418  0.46
H: -1.229 3.356 -5.827  0.42
H: -0.311 -3.170 0.313  -0.03
H: 1.780 4.563 -3.032  0.44
H: -0.748 3.221 1.534  0.36
H: -1.184 1.066 -4.887  0.50
H: 4.498 2.293 4.541  0.38
H: 5.635 2.032 3.215  0.36
H: 0.949 -0.565 2.365  0.37
H: -1.680 -2.599 2.950  0.43
H: -4.849 -0.098 1.568  0.35
H: 0.842 -1.487 0.873  -0.08
H: 4.918 3.624 3.472  0.36
H: 4.102 -3.654 -1.096  0.25
H: -5.338 -1.853 3.127  0.40
H: 2.427 -0.861 -0.367  -0.01
H: 3.477 -5.066 -0.304  0.21
H: 4.059 -0.202 -0.476  0.50
H: -4.317 1.311 -0.447  0.34
H: -0.004 3.868 2.973  0.55
H: -4.536 -3.256 2.428  0.32
H: -4.017 -2.649 3.997  0.40
H: -1.257 -4.263 -0.699  0.64
H: -0.686 2.242 2.997  0.36
H: -3.908 2.345 0.910  0.37
H: 0.761 -5.342 -1.574  0.35
H: 1.068 -5.238 0.153  0.45
H: -2.798 2.198 -0.441  0.32
H: 1.810 2.304 -2.076  0.42
H: 2.763 0.456 -1.456  0.09
H: 4.742 0.961 1.303  0.33

Computed properties:
Largest force on an atom, eV/A: 0.73
LUMO energy (alpha / beta), hartree: -0.088 / -0.173
Spin multiplicity: 2
Total charge: +1
HOMO (alpha / beta), eV: -11.2 / -11.2
Orbital gap (alpha / beta), eV: 8.78 / 6.54

---

ORCA calculation (wB97M-V/def2-TZVPD) on the molecule C4H5N in a non-equilibrium geometry.

Each line ends with the Mulliken charge.
Element x y z (Å)
N: 2.665 0.109 0.028  -0.39
C: -2.316 -0.097 0.037  -1.01
C: -0.908 0.537 -0.009  0.07
C: 1.510 -0.097 -0.001  0.11
C: 0.114 -0.349 -0.042  -0.25
H: -2.448 -0.813 -0.827  0.29
H: -2.395 -0.744 0.900  0.31
H: -0.182 -1.451 -0.072  0.27
H: -0.824 1.661 -0.097  0.31
H: -3.201 0.620 -0.009  0.30

Computed properties:
Largest force on an atom, eV/A: 3.04
LUMO energy, hartree: 0.011
Total charge: 0
HOMO, eV: -10.0
Orbital gap, eV: 10.33